1.
{"formula": "C28H55O2PbSi4", "method": "wB97M-V/def2-TZVPD", "charge": -1, "species": ["Si", "H", "C", "C", "C", "C", "H", "H", "C", "H", "H", "C", "H", "H", "H", "H", "H", "H", "C", "C", "H", "Si", "H", "H", "H", "C", "C", "H", "H", "H", "H", "H", "H", "H", "H", "C", "H", "C", "H", "C", "O", "C", "Pb", "H", "H", "C", "C", "H", "H", "H", "H", "H", "H", "C", "H", "H", "C", "H", "Si", "H", "C", "C", "H", "H", "O", "H", "C", "H", "H", "C", "C", "C", "H", "C", "C", "H", "C", "H", "H", "H", "C", "Si", "H", "H", "H", "H", "H", "H", "H", "H"], "coordinates": [[3.47, 1.00, 3.71], [-0.07, 3.06, 6.06], [-2.25, 1.04, 1.23], [-2.51, -0.69, -0.27], [0.53, 1.87, -4.48], [0.40, -0.98, 5.38], [0.84, -0.91, -3.56], [1.28, 2.21, -8.45], [0.87, -2.45, -0.84], [0.89, 1.27, -10.64], [-2.65, -1.68, -0.69], [1.40, -1.98, 1.35], [1.55, 1.70, -4.86], [4.35, 1.45, 1.40], [-1.38, 3.81, 1.82], [1.51, 2.51, -2.63], [-1.80, -0.69, -8.89], [1.64, 5.27, 0.88], [4.51, 1.88, 2.40], [1.66, 4.18, 0.96], [-2.56, 2.67, -0.29], [-0.16, 0.79, 5.00], [-0.86, 5.32, 2.61], [2.70, 3.86, 0.80], [1.30, 2.08, 6.62], [-2.44, 1.60, -0.07], [-2.30, -0.39, 1.10], [-0.42, -3.17, 0.82], [4.06, -1.26, 2.77], [5.57, 1.76, 2.65], [4.91, 1.57, 5.64], [-0.27, 2.70, -2.63], [2.67, -1.43, -1.73], [-0.51, 2.20, -8.13], [-2.46, 1.71, 4.46], [3.83, 1.70, 5.44], [-2.75, 0.64, -2.06], [0.57, 2.07, -2.98], [3.60, 2.77, 5.52], [0.45, -2.61, 0.50], [0.41, 0.75, -2.37], [-0.90, -1.22, -9.19], [0.48, 0.53, 0.21], [1.06, 3.78, 0.14], [1.41, -1.45, -10.61], [0.11, 1.03, -9.91], [0.31, -0.32, -9.16], [3.28, 1.16, 6.22], [-0.05, 0.06, -5.59], [-1.04, -1.60, -10.21], [3.05, 4.50, 3.89], [4.97, -0.89, 4.24], [3.29, -1.44, 4.36], [-2.04, 0.74, 4.79], [1.77, -1.89, -8.93], [-0.90, 1.19, -10.31], [3.98, -0.82, 3.77], [-1.37, 0.83, -4.65], [0.99, 3.71, 2.67], [1.63, 4.50, 4.97], [0.00, -0.21, -3.40], [2.08, -1.69, -0.85], [-0.74, -2.08, -8.53], [-0.10, -1.32, 6.31], [0.48, 0.33, -7.87], [4.30, 2.96, 2.34], [-0.29, 0.59, -4.66], [-2.26, -1.11, 1.91], [0.10, 2.72, -5.02], [1.97, 4.69, 3.94], [-2.57, 0.54, -0.99], [0.35, 1.63, -8.52], [1.81, 5.76, 3.72], [-0.82, 4.22, 2.68], [1.56, -1.05, -9.60], [3.35, -0.95, 0.87], [0.24, 2.05, 6.35], [-0.33, 1.78, 7.26], [-0.86, -0.78, -3.03], [2.43, -0.38, -9.62], [2.43, -1.42, 0.51], [1.20, 1.42, 3.18], [0.40, -2.88, -1.72], [0.10, -1.66, 4.58], [-2.36, -0.02, 4.06], [-1.34, 3.93, 3.60], [1.39, -1.97, 2.44], [1.48, -1.07, 5.53], [-2.52, 0.50, 5.75], [-2.16, 1.59, 2.17]], "mulliken_charge": [0.444, 0.191, -0.052, -0.625, -0.608, -1.038, 0.313, 0.286, -0.125, 0.301, 0.353, 0.041, 0.239, 0.189, 0.086, 0.258, 0.370, 0.385, -1.058, -0.900, 0.420, 0.473, 0.421, 0.253, 0.224, -0.985, -0.466, 0.411, 0.318, 0.422, 0.405, 0.231, 0.382, 0.261, 0.302, -1.158, 0.477, -0.472, 0.266, -0.727, -0.061, -1.708, 0.589, 0.093, 0.391, -0.836, 1.561, 0.246, 0.219, 0.405, 0.245, 0.389, 0.277, -1.079, 0.374, 0.303, -1.083, 0.242, 0.269, 0.243, -0.617, -1.036, 0.377, 0.421, -0.348, 0.197, -0.248, 0.316, 0.364, -1.037, -0.344, -0.449, 0.405, -0.893, -1.677, 0.318, -0.987, 0.407, 0.191, 0.379, -0.665, 0.258, 0.421, 0.211, 0.195, 0.185, 0.283, 0.152, 0.407, 0.228]}

=====

2.
{"formula": "C3H5BrN2O", "method": "wB97M-V/def2-TZVPD", "species": ["C", "H", "C", "O", "C", "H", "N", "H", "Br", "H", "N", "H"], "coordinates": [[-0.28, 1.13, -0.18], [1.39, 1.12, 1.06], [0.61, 0.33, 0.90], [-0.08, 2.29, -0.16], [-1.14, 0.23, -0.90], [1.97, -0.60, -0.19], [0.36, -1.58, -0.60], [-1.17, 0.17, -1.98], [-2.40, -0.51, 0.22], [-0.46, -2.01, -0.14], [1.13, -0.75, 0.26], [0.06, 0.17, 1.72]], "mulliken_charge": [0.503, 0.320, -0.655, -0.493, -0.424, 0.319, -0.620, 0.408, -0.087, 0.266, 0.109, 0.357]}

=====

3.
{"formula": "C4H7N2P", "method": "wB97M-V/def2-TZVPD", "smiles": "[H]/P=N/C[C@@H](C)C#N", "species": ["C", "H", "C", "N", "C", "P", "H", "H", "H", "H", "N", "H", "H", "C"], "coordinates": [[-0.46, 1.48, 0.15], [0.77, 0.09, -1.76], [1.37, 0.31, -0.78], [-1.09, -1.24, -0.03], [0.54, 0.47, 0.39], [-2.50, -0.65, -0.19], [1.21, 0.94, 1.14], [-2.66, -1.21, -1.42], [0.64, -1.62, 1.19], [1.99, -0.58, -0.69], [-1.13, 2.37, 0.01], [-0.67, -0.70, 1.91], [2.10, 1.14, -0.90], [-0.13, -0.80, 0.99]], "mulliken_charge": [-0.077, 0.257, -1.282, -0.305, 0.744, 0.064, 0.179, 0.038, 0.312, 0.344, -0.407, 0.387, 0.370, -0.624]}

=====

4.
{"formula": "C5H8N2", "method": "wB97M-V/def2-TZVPD", "species": ["H", "H", "H", "H", "N", "C", "H", "H", "C", "C", "C", "N", "H", "H", "C"], "coordinates": [[-1.02, -1.94, -1.35], [-0.51, -1.88, 0.35], [-2.05, 0.64, -0.44], [1.25, -0.49, -1.16], [-0.05, 0.75, -0.07], [-1.20, -1.44, -0.38], [0.85, 2.60, 0.34], [-0.98, 2.38, 0.80], [-1.14, 0.06, -0.42], [1.27, 0.13, -0.26], [-0.03, 1.98, 0.47], [2.03, -1.33, 1.79], [-2.21, -1.73, -0.06], [2.00, 0.93, -0.41], [1.69, -0.68, 0.90]], "mulliken_charge": [0.233, 0.302, 0.354, 0.325, 0.102, -1.078, 0.160, 0.235, -0.059, -0.865, -0.463, -0.403, 0.338, 0.343, 0.475]}

=====

It is found that the relative energy (zero: lowest compared OMol25 entry of this formula, charge and spin) values, taken in the order of the records, are 0.0, 87.2, 37.4, 73.1 kcal/mol.